# 1
Entry from the Open Molecules 2025 dataset: C34H46BFN9O3STi as an isolated structure (ωB97M-V/def2-TZVPD).

Geometry as XYZ:
```
96
Properties=species:S:1:pos:R:3:lowdin_charge:R:1
Ti 0.14 0.18 0.11 1.0220
C 0.78 2.96 2.46 -0.0068
C -0.63 2.54 2.17 -0.3028
C -1.82 3.06 2.68 0.0290
C -2.83 2.32 2.10 -0.2595
C -4.31 2.43 2.26 -0.0151
N -2.26 1.42 1.28 0.0440
N -0.90 1.55 1.33 -0.0027
B -2.93 0.39 0.31 -0.4659
N -2.44 -1.04 0.71 0.0377
N -1.14 -1.23 1.06 -0.0082
C -1.02 -2.48 1.51 -0.3185
C 0.28 -3.03 2.01 -0.0109
C -2.26 -3.11 1.45 0.0268
C -3.14 -2.17 0.94 -0.2683
C -4.60 -2.29 0.67 -0.0060
N -2.47 0.74 -1.13 0.0274
N -1.17 1.10 -1.37 -0.0074
C -1.09 1.43 -2.66 -0.3303
C 0.18 1.89 -3.29 -0.0179
C -2.34 1.28 -3.26 0.0254
C -3.19 0.84 -2.26 -0.2727
C -4.64 0.52 -2.34 -0.0096
H 0.78 3.97 2.88 0.0839
H 1.39 2.97 1.55 0.0864
H 1.26 2.28 3.16 0.0647
H -1.93 3.87 3.38 0.1120
H -4.54 3.20 3.00 0.0828
H -4.74 1.49 2.60 0.0846
H -4.79 2.70 1.32 0.0861
H -4.12 0.45 0.39 0.1148
H 1.09 -2.33 1.88 0.0627
H 0.52 -3.96 1.49 0.0783
H 0.19 -3.27 3.07 0.0864
H -2.50 -4.12 1.75 0.1155
H -4.94 -3.28 0.96 0.0848
H -4.81 -2.15 -0.39 0.0744
H -5.18 -1.55 1.22 0.0831
H 0.93 2.14 -2.55 0.0679
H -0.02 2.77 -3.91 0.0842
H 0.60 1.11 -3.93 0.0916
H -2.60 1.48 -4.29 0.1160
H -5.01 0.73 -3.34 0.0849
H -5.22 1.12 -1.63 0.0820
H -4.83 -0.53 -2.11 0.0711
F 3.03 0.25 6.19 0.0502
C 3.66 0.35 4.99 -0.2105
C 2.90 0.22 3.84 0.0543
C 3.50 0.28 2.59 -0.0649
C 2.78 0.13 1.37 -0.2782
O 1.50 -0.02 1.39 -0.1594
C 3.50 0.10 0.11 -0.0481
C 4.84 0.25 0.13 0.0336
N 5.56 0.50 1.28 -0.0025
C 6.98 0.60 1.22 -0.2882
C 7.62 1.93 1.52 -0.0982
C 7.60 1.40 0.11 -0.0850
C 4.92 0.46 2.54 -0.1054
C 5.64 0.62 3.70 0.0498
C 5.01 0.57 4.96 -0.1843
N 5.82 0.73 6.13 -0.1012
C 5.25 1.41 7.27 -0.1621
C 6.37 1.88 8.18 -0.0821
N 7.15 0.66 8.61 0.0567
C 7.70 -0.09 7.42 -0.0853
C 6.54 -0.47 6.53 -0.1471
C 2.84 -0.11 -1.20 -0.5344
O 3.42 -0.48 -2.19 0.0969
O 1.53 0.16 -1.19 -0.2073
H 1.83 0.04 3.92 0.1319
H 5.41 0.19 -0.79 0.1429
H 7.52 -0.29 1.55 0.1521
H 8.57 1.93 2.05 0.1007
H 6.96 2.75 1.75 0.1124
H 8.51 1.03 -0.32 0.1077
H 6.93 1.88 -0.58 0.1082
H 6.70 0.80 3.67 0.1103
H 4.55 0.79 7.84 0.1295
H 4.69 2.29 6.93 0.1503
H 6.00 2.37 9.08 0.1378
H 7.07 2.53 7.66 0.1401
H 6.52 0.04 9.12 0.1799
H 7.90 0.92 9.26 0.1816
H 8.25 -0.95 7.80 0.1374
H 8.38 0.60 6.92 0.1401
H 5.89 -1.19 7.05 0.1429
H 6.94 -0.97 5.65 0.1403
C -1.81 -3.04 -2.70 -0.3861
S -0.44 -1.99 -2.20 0.8053
C 0.71 -3.26 -1.64 -0.3755
H -1.48 -3.76 -3.45 0.0399
H -2.56 -2.40 -3.15 0.0284
H -2.24 -3.57 -1.85 0.0318
H 0.21 -3.94 -0.95 0.0313
H 1.53 -2.77 -1.11 0.0297
H 1.13 -3.81 -2.48 0.0445
```

## Properties
HOMO-LUMO gap (alpha / beta)   0.1314 / 0.1366 Eh
Net charge   +1

---

# 2
Entry from the Open Molecules 2025 dataset: C27H33N2Re as an isolated structure (ωB97M-V/def2-TZVPD).

Geometry as XYZ:
```
63
Properties=species:S:1:pos:R:3:mulliken_spin:R:1
C 1.39 -2.02 0.84 0.1158
C 1.82 -1.21 -0.26 0.2298
C 0.86 -1.35 -1.33 0.0025
C -0.16 -2.26 -0.88 -0.1615
C 0.14 -2.63 0.48 0.2188
Re -0.11 -0.59 0.34 2.2161
C -1.77 1.68 -1.49 0.0746
C -1.73 0.94 -0.15 0.0722
H -1.76 1.62 0.70 -0.0179
C -2.25 -0.39 0.03 0.1105
H -2.68 -0.92 -0.81 0.0010
H -2.75 -0.62 0.98 -0.0030
C -2.68 2.91 -1.32 0.0022
H -2.29 3.57 -0.54 0.0009
H -2.74 3.48 -2.25 0.0011
H -3.69 2.59 -1.04 0.0004
C -2.33 0.82 -2.63 -0.0088
H -1.66 -0.01 -2.87 0.0052
H -3.31 0.42 -2.34 0.0015
H -2.47 1.42 -3.54 0.0002
C 3.11 -0.45 -0.32 -0.0323
H 3.25 0.15 0.59 0.0025
H 3.97 -1.13 -0.40 0.0022
H 3.12 0.24 -1.17 0.0008
C 1.05 -0.83 -2.72 0.0246
H 1.55 0.14 -2.70 -0.0005
H 1.66 -1.52 -3.32 -0.0033
H 0.09 -0.71 -3.23 -0.0137
C -1.22 -2.89 -1.73 0.0027
H -1.36 -2.32 -2.66 0.0008
H -0.95 -3.92 -2.00 -0.0016
H -2.18 -2.93 -1.20 -0.0009
C -0.67 -3.53 1.36 -0.0180
H -1.71 -3.59 1.02 -0.0007
H -0.25 -4.54 1.39 0.0126
H -0.68 -3.15 2.39 -0.0015
C 2.17 -2.31 2.08 0.0037
H 1.51 -2.47 2.93 -0.0019
H 2.78 -3.21 1.95 0.0005
H 2.84 -1.48 2.32 -0.0027
C 0.74 2.21 -1.01 0.2322
C -0.32 2.21 -1.89 0.0061
C 2.02 2.58 -1.40 0.0601
C -0.12 2.68 -3.19 -0.0121
H 0.48 1.86 0.02 -0.2520
C 2.24 2.97 -2.73 -0.0041
H 2.83 2.56 -0.67 0.0028
C 1.16 3.02 -3.62 0.0144
H -0.97 2.78 -3.87 0.0005
H 3.25 3.24 -3.05 0.0005
H 1.32 3.34 -4.65 0.0003
N 3.12 0.01 5.71 -0.0073
C 2.09 0.12 5.15 0.0037
C 0.82 0.25 4.47 -0.0029
C -0.39 0.17 5.16 0.0437
C -1.56 0.34 4.44 -0.0265
C -1.50 0.43 3.05 0.0472
N -0.33 0.30 2.37 0.0136
C 0.82 0.41 3.08 0.0655
H -0.39 -0.02 6.23 0.0015
H -2.54 0.38 4.91 -0.0003
H -2.40 0.59 2.46 0.0002
H 1.75 0.58 2.52 -0.0221
```

## Properties
Energy relative to the best compared isomer or geometry (same formula, charge and spin)   0.0 kJ/mol
HOMO-LUMO gap (alpha / beta)   0.2186 / 0.2531 Eh
Expectation value of S²   3.76
Net charge   +1
Multiplicity   4

---

# 3
Entry from the Open Molecules 2025 dataset: C25H27BiN4S as an isolated structure (ωB97M-V/def2-TZVPD).

Geometry as XYZ:
```
58
Properties=species:S:1:pos:R:3:nbo_charge:R:1
Bi -0.60 0.46 0.86 1.7658
C -0.12 2.89 2.97 -0.2263
C 0.33 1.78 3.69 -0.2374
C 1.52 1.16 3.33 -0.1789
C 2.25 1.61 2.23 -0.2404
C 1.79 2.71 1.51 -0.2114
C 0.62 3.36 1.88 -0.2140
H -1.02 3.40 3.28 0.2490
H -0.21 1.45 4.57 0.2432
H 1.91 0.35 3.93 0.2044
H 3.19 1.15 1.97 0.2380
H 2.38 3.09 0.68 0.2486
H 0.30 4.25 1.36 0.2497
C 0.90 -3.06 -1.61 -0.6031
C 1.64 -1.76 -1.29 -0.4010
C 1.40 -0.68 -2.33 -0.0435
C 2.31 -0.54 -3.37 -0.1954
C 2.11 0.40 -4.36 -0.1649
C 1.03 1.26 -4.29 -0.1914
C 0.09 1.16 -3.27 -0.0231
C -1.01 2.19 -3.20 -0.4336
C -2.06 2.07 -4.32 -0.5941
C 0.27 0.15 -2.31 0.1316
N -0.74 -0.02 -1.30 -0.7064
C -1.99 -0.23 -1.68 0.1767
C -3.03 -0.13 -0.77 0.0074
C -4.41 -0.34 -0.83 -0.1466
C -4.93 -0.06 0.43 -0.2836
C -3.86 0.31 1.24 0.0496
N -2.71 0.28 0.52 -0.7274
H 1.13 -3.83 -0.87 0.2042
H 1.20 -3.43 -2.58 0.2368
H -0.19 -2.91 -1.62 0.2071
H 2.71 -1.96 -1.26 0.2256
H 1.34 -1.38 -0.31 0.1557
H 3.18 -1.19 -3.41 0.2262
H 2.82 0.49 -5.17 0.2389
H 0.90 2.02 -5.05 0.2309
H -0.53 3.17 -3.30 0.2356
H -1.51 2.18 -2.23 0.1915
H -1.58 2.01 -5.29 0.2235
H -2.70 2.95 -4.31 0.2314
H -2.69 1.19 -4.19 0.1928
H -2.18 -0.47 -2.73 0.2480
H -4.96 -0.65 -1.71 0.2545
H -5.96 -0.12 0.74 0.2601
H -3.86 0.61 2.28 0.2302
S -0.82 -2.02 1.63 -0.1933
C 0.35 -2.15 2.92 0.3067
N 1.59 -2.62 2.60 -0.4810
C 2.52 -2.87 3.55 0.1260
C 2.20 -2.66 4.86 -0.2768
C 0.92 -2.17 5.13 0.1635
N 0.03 -1.91 4.17 -0.4248
H 1.78 -2.82 1.63 0.4589
H 3.47 -3.25 3.22 0.2616
H 2.91 -2.87 5.64 0.2792
H 0.59 -1.98 6.15 0.2456
```

## Properties
Energy relative to the best compared isomer or geometry (same formula, charge and spin)   18.2 kJ/mol
HOMO-LUMO gap   0.2439 Eh
Net charge   +2